Entry 1:
64
Properties=species:S:1:pos:R:3:mulliken_charge:R:1 method="wB97M-V/def2-TZVPD" smiles="CCN(CC)CCN(C)C(=O)c1ccc(OC2CCN(C(=O)C3CC3)CC2)cc1" lumo_ev=0.67 de_lowest_kj_mol=208.8 gap_ha=0.338 largest_force_ev_per_a=0.433 charge=0 e_tot_ha=-1287.3887
H -3.25961 4.76091 -1.62974 0.348
C -1.04061 0.19269 0.40798 -0.419
H 5.15500 -3.08866 -2.58788 0.303
H 4.20461 -5.72104 -0.20837 0.336
H -2.90870 5.06165 1.95483 0.440
H -2.84102 6.19192 0.59219 0.264
C -6.02183 3.21666 0.45829 -0.159
H 1.89386 1.52989 -0.57007 0.480
H -3.14014 1.82495 -0.86744 0.295
H -2.06870 2.74742 -1.92199 0.353
H 3.38935 -4.18753 1.79055 0.403
C 0.64075 -1.52462 0.19296 -0.384
C 4.28058 -2.28910 2.11920 -1.068
H -7.34667 4.93179 -0.03295 0.248
C -7.27227 3.85639 -0.08885 -0.587
C -3.66032 3.92770 -1.04347 -1.147
H -4.58600 3.60600 -1.51809 0.483
H 2.58268 -0.84073 -0.40558 0.476
C 1.18789 0.76703 -0.28147 -0.753
H 6.24780 -4.22836 -0.63459 0.332
H 6.18365 -2.70501 0.26098 0.418
C 1.69234 -3.03341 -1.98959 -0.963
H -7.41924 3.63354 2.10775 0.230
O -0.36883 2.48954 -0.11919 -0.496
C 2.23942 -4.86320 -0.45096 -1.430
H 0.95844 -2.24041 -2.11645 0.425
H -0.70140 4.67791 1.15851 0.398
H 1.84783 -5.59125 -1.17065 0.440
H -5.63759 2.34328 -0.05238 0.471
C 5.60471 -2.51137 -1.78345 -1.283
C -1.64971 3.01579 0.17391 0.367
H 1.96121 -5.18642 0.55349 0.490
O 0.90024 -3.48942 1.48017 -0.671
H -1.36000 -1.87480 0.84220 0.463
C -4.98488 4.11310 1.06812 0.562
C -0.12204 1.15754 0.00956 0.882
H 5.02355 -1.60442 -1.63732 0.208
H -1.12720 4.97231 -0.52390 0.311
H 4.27440 -2.38429 3.20196 0.428
H -7.71168 3.43151 -0.97968 0.269
C 1.56345 -0.55485 -0.19386 0.294
H 5.14569 -1.69682 1.83060 0.329
N 1.61134 -3.57989 -0.65962 0.319
C -2.79667 5.13232 0.87011 -0.882
C 3.76782 -4.78585 -0.60381 -0.947
N -3.91986 4.42184 0.28543 0.161
H -2.05698 0.45498 0.65584 0.412
H 2.68701 -2.63380 -2.19700 0.206
H -7.81186 2.11756 1.18936 0.251
H 3.38064 -1.76210 1.81549 0.075
H 1.47839 -3.82728 -2.70944 0.286
C -0.65031 -1.13124 0.51196 -1.103
C 4.30230 -3.67656 1.48745 -0.889
H 4.00996 -4.73394 -1.66737 0.457
C 1.05784 -2.94416 0.39972 0.364
H 6.61125 -2.23463 -2.08797 0.462
H 5.15952 -4.25580 1.87341 0.474
C -1.47247 4.51810 0.40566 -0.867
C -2.63475 2.78383 -0.98978 -0.485
O -5.09576 4.56760 2.19185 -0.686
N 4.32977 -3.60677 0.03145 1.017
H -2.03873 2.56752 1.09873 0.300
C 5.65920 -3.30691 -0.48220 -0.703
C -7.32671 3.08139 1.18541 -0.607

=====

Entry 2:
64
Properties=species:S:1:pos:R:3:mulliken_charge:R:1 method="wB97M-V/def2-TZVPD" smiles="Cc1ccc(C(C)(C)NC(=O)[C@@H]2CCC(=O)N(CCCN3CCOCC3)C2)cc1" lumo_ev=0.46 de_lowest_kj_mol=71.9 gap_ha=0.313 largest_force_ev_per_a=0.705 charge=0 e_tot_ha=-1287.4409
C 0.23306 -3.24761 -2.20421 -2.388
C 4.99123 1.50473 0.24468 -0.996
O -4.25906 2.17200 -1.08887 -0.465
H -0.40366 -4.12652 -2.16483 0.456
C -3.71398 3.26189 -0.37491 -0.495
H 3.35672 1.59483 -1.93736 0.464
H 1.55687 -1.29871 -1.90553 0.401
H 4.52539 -0.43285 1.03288 0.385
H -3.94844 -2.26208 0.07590 0.392
C -1.40307 -1.44877 2.11734 -1.226
H -1.71582 1.33152 1.36557 0.045
C -3.86092 -1.21502 2.58273 -1.719
H 5.78847 1.65881 0.97127 0.378
C -2.24188 3.47256 -0.74844 -0.942
H -0.29175 -2.45278 -2.73186 0.518
H -1.96195 1.31376 -2.26615 0.406
H 5.29613 1.96385 -0.69992 0.342
H -2.18507 3.70471 -1.81755 0.376
H 1.12822 -3.50859 -2.76633 0.467
C -0.34676 -1.83042 1.31315 -0.052
H 0.66005 -1.71593 1.67971 0.524
H 0.59456 -4.78946 0.05340 0.437
H -3.80350 3.08083 0.70820 0.293
C -2.71741 -1.59714 1.69282 0.888
C -1.04388 2.03685 0.85796 -0.976
H -1.82324 4.30898 -0.18710 0.443
H -3.61574 -0.33495 3.17443 0.364
H -1.06678 2.98146 1.40558 0.754
C 3.74201 2.20093 0.74495 0.908
C 1.31274 -3.98563 -0.08603 -1.752
C -0.56552 -2.36116 0.04450 0.264
H -3.63067 0.72098 0.23338 0.324
H 0.93194 2.91285 -0.60846 0.263
H 5.61025 -0.47075 -0.35737 0.307
H -4.31488 4.13209 -0.64376 0.371
C 2.56240 -1.26955 -0.15920 0.014
O 2.72204 -1.64006 0.98288 -0.691
H 1.54845 3.29707 1.02010 0.356
C -3.53225 0.98967 -0.82892 -0.569
H 3.81439 -0.70138 -1.78913 0.571
O 3.71560 2.94476 1.70439 -0.691
H 2.14370 -4.35075 -0.68611 0.424
H 1.69384 -3.68270 0.88310 0.392
C 0.38109 1.48020 0.89458 1.347
H -3.99284 0.20877 -1.43554 0.388
H -1.51034 0.23812 -0.92070 -0.444
H -2.10784 -2.91122 -1.35402 0.408
H 0.41500 0.55445 0.31876 -1.136
C -1.87998 -2.50219 -0.38284 -0.251
H 0.66094 1.24259 1.92049 0.448
C 4.72341 0.01266 0.05466 -0.839
H -4.08014 -2.02898 3.27451 0.424
C -2.04848 1.14882 -1.18666 0.064
H -4.75914 -1.01536 2.00235 0.369
H -1.20152 -1.03802 3.09632 0.373
C -2.93627 -2.13099 0.43151 -0.911
H 1.78042 0.88447 -1.55984 0.451
C 2.78033 1.06862 -1.16181 -1.358
C 1.36413 2.49234 0.30538 -1.430
N 1.58159 -1.70020 -0.98078 0.175
N 2.65055 1.90893 -0.00036 0.381
C 3.50289 -0.25386 -0.83877 0.204
C 0.62841 -2.80828 -0.79175 1.459
N -1.43408 2.28681 -0.52233 0.311

=====

Entry 3:
71
Properties=species:S:1:pos:R:3:mulliken_charge:R:1 method="wB97M-V/def2-TZVPD" lumo_ev="0.53 / 0.53" de_lowest_kj_mol=35.2 gap_ha="0.257 / 0.234" largest_force_ev_per_a=0.496 charge=0 e_tot_ha=-4118.3639 spin_multiplicity=2
H -4.37394 -1.20385 -2.49332 0.310
C 2.30829 -1.90704 1.03414 0.584
H 2.02824 1.10804 0.58654 0.367
C -5.60443 4.29213 -0.96256 -0.811
Ni -0.20631 -0.04769 0.55543 0.492
H -5.19414 4.91271 -2.97542 0.409
O -2.42450 -3.27476 -0.42031 -0.426
C -2.26754 1.91320 1.59767 0.660
H -4.60744 0.62065 -0.04491 0.031
N 1.34237 1.42304 1.26132 -0.411
H 1.30782 2.83436 -0.97007 0.384
C -3.43280 4.21169 -1.96590 -0.909
H -2.87906 4.95812 3.24884 0.216
H -3.18355 1.47316 5.55977 0.415
H -3.20765 0.50555 -1.12870 0.289
O -3.57658 -1.12505 0.08923 -0.491
H -5.35606 0.27019 -2.39498 0.435
H -5.72642 3.54911 1.05339 0.528
H -4.38490 5.13850 2.32306 0.416
H 4.64996 -2.53275 2.49412 0.337
C -2.44174 -5.25701 0.94739 -1.101
C -2.89355 3.70383 -0.79260 0.054
H 5.34666 -3.31801 1.07240 0.327
C -3.24991 -4.08929 0.42641 -0.304
H -2.78378 4.37051 -2.81787 0.434
C -3.88781 4.56254 3.09828 -1.088
H 0.78806 -2.17887 2.27056 -0.042
S -1.05124 -0.98750 -1.49151 -0.533
P -2.09951 -1.75269 -0.00755 1.382
H -4.68201 2.32180 5.14830 0.367
H -2.02233 -5.82779 0.11747 0.291
H -1.62431 -4.89565 1.57144 0.189
H 0.10983 6.54545 0.81714 0.396
H -3.07663 -5.91906 1.54137 0.384
C -3.59675 2.33941 5.04787 -1.722
C -4.05581 -0.04027 -0.71814 0.265
O 1.69779 -1.16047 0.26932 -0.653
C 0.73395 4.75921 -0.20622 -0.567
H -6.66286 4.51118 -1.02181 0.401
C -3.72750 3.48024 0.29387 -0.200
N 3.53329 -2.40057 0.69679 -0.204
C -3.20833 2.29955 3.61049 0.402
N -3.84527 3.14574 2.71201 -0.358
H -3.22444 3.23666 5.54513 0.308
H -5.77694 -1.14334 -1.40929 0.329
H 0.69013 3.06514 3.25487 0.297
H -3.65192 -3.49580 1.24907 0.317
C 1.06403 3.41979 -0.09047 -0.345
H -1.74343 0.70621 3.41755 0.447
C 0.70459 3.54267 2.28059 -0.225
C -2.30638 1.52207 2.99955 -0.897
H 0.10231 5.44965 3.04072 0.457
H 0.74417 5.22521 -1.18403 0.399
H -4.46277 4.64944 4.01649 0.416
H 3.99628 -4.07209 1.89623 0.278
N -3.20140 2.92159 1.48692 1.230
C 1.05566 2.80181 1.15801 0.150
N 1.80257 -2.26997 2.24762 -0.278
H -1.84555 3.45799 -0.71946 0.446
C -4.78383 4.51335 -2.05702 -0.543
H 1.63006 1.14817 2.19116 0.166
S -1.39209 -1.74992 1.87695 -0.691
H 2.18332 -3.08047 2.70505 0.244
C 0.37429 5.50097 0.91342 -0.632
C -4.94762 -0.56524 -1.82057 -1.523
O -1.63164 1.47542 0.64071 -0.451
H -4.08645 -4.42953 -0.18590 0.368
C 4.41735 -3.10980 1.59573 -1.010
C 0.36575 4.88314 2.15498 -0.544
H 3.90038 -2.01280 -0.15498 0.281
C -5.08198 3.76335 0.21029 0.063